Formula: C37H67N5O7
Source: the Open Molecules 2025 dataset
Level of theory: ωB97M-V with the def2-TZVPD basis set

expectation value of S² = 2.010
energy above the lowest of the compared OMol25 structures with the same formula, charge and spin = 7.0448 eV
HOMO (spin up / spin down) = -9.10 / -9.15 eV
spin multiplicity = 3
orbital gap (spin up / spin down) = 9.31 / 8.76 eV

Geometry (Å):
C: 5.36126 1.12260 4.33000
C: 5.55392 2.75609 4.62827
N: 4.57319 3.45666 3.71514
C: 3.85549 4.60600 4.38452
C: 2.24081 4.67512 4.11500
C: 1.33095 3.77279 5.15751
C: 2.23566 2.51994 5.76675
N: 2.86750 1.58676 6.42659
C: 0.89793 4.76461 6.38550
C: 0.83180 4.02522 7.86634
O: 2.09544 4.07084 8.61880
C: 0.03317 3.04575 4.39205
C: 0.74964 1.90717 3.39630
N: 1.36831 0.99498 2.67517
C: -0.70254 4.17222 3.46727
C: -2.16941 3.77075 2.86938
C: -2.18459 2.51805 1.81182
O: -2.85014 1.38071 2.46629
C: -2.19478 0.09799 2.16627
C: -0.93598 2.20188 5.40153
C: -2.03985 3.08029 6.23070
C: -3.57988 2.48399 6.17055
O: -4.58859 3.33077 6.51428
O: -3.96374 1.13308 5.73265
C: 5.16615 3.82294 2.37476
C: 6.35927 4.90800 2.08618
O: 4.69253 3.14587 1.29455
H: 6.19107 0.82795 3.55889
H: 4.27674 0.93163 3.90460
H: 5.45918 0.59579 5.37656
H: 6.67641 3.08433 4.44951
H: 5.33364 2.95433 5.78458
H: 4.01525 4.67814 5.54650
H: 4.32039 5.60951 3.93648
H: 2.07868 4.34037 2.98057
H: 1.86031 5.79623 4.15779
H: 1.75014 5.59345 6.49000
H: -0.09950 5.37328 6.20062
H: 0.03842 4.65589 8.49560
H: 0.40642 2.93071 7.83168
H: 2.46975 3.13097 8.60367
H: -0.05077 4.53553 2.53523
H: -0.86156 5.12872 4.15430
H: -2.54680 4.72118 2.25285
H: -3.00281 3.56247 3.66367
H: -2.85942 2.82440 0.87681
H: -1.12400 2.25989 1.34992
H: -1.21052 0.00012 2.80662
H: -2.04120 -0.09669 1.01977
H: -2.92469 -0.75107 2.57729
H: -0.34242 1.54846 6.20579
H: -1.54667 1.40622 4.76332
H: -1.97879 4.23740 5.96190
H: -1.72414 3.02025 7.38027
H: -4.75120 1.22248 5.09410
H: 6.11145 5.53480 1.10322
H: 7.33491 4.28204 1.80227
H: 6.63247 5.60437 2.98575
C: -4.41722 -1.69350 -4.97497
C: -3.50894 -1.53136 -3.72417
C: -2.84016 -2.88936 -3.37499
C: -3.78014 -3.88720 -2.70651
C: -4.48438 -3.25885 -1.50831
C: -5.20411 -1.93224 -1.85599
N: -4.32016 -0.96890 -2.59210
O: -3.42352 -0.41711 -1.65822
C: -6.47578 -2.23700 -2.69400
C: -5.78478 -1.32526 -0.53456
C: -2.38226 -0.55891 -4.20760
H: -5.19043 -0.91577 -5.01169
H: -3.84759 -1.60226 -5.90830
H: -4.90320 -2.66935 -5.02821
H: -1.99009 -2.71990 -2.70110
H: -2.42315 -3.34744 -4.28108
H: -4.51400 -4.26446 -3.42604
H: -3.20600 -4.76004 -2.37326
H: -5.19829 -3.98236 -1.09455
H: -3.73955 -3.08650 -0.71961
H: -6.95446 -1.31252 -3.03713
H: -7.21757 -2.78391 -2.09893
H: -6.28922 -2.86559 -3.56402
H: -5.01615 -1.15571 0.22611
H: -6.51908 -2.00149 -0.08139
H: -6.29298 -0.37201 -0.72919
H: -2.78690 0.42830 -4.46001
H: -1.88365 -0.94972 -5.10411
H: -1.59098 -0.42434 -3.46080
C: 2.65395 -2.06497 -5.46234
C: 1.59709 -2.96119 -6.16634
C: 0.65363 -3.59834 -5.10932
C: 1.28356 -4.75043 -4.33344
C: 1.88267 -5.78577 -5.27980
C: 2.86989 -5.17156 -6.30300
N: 2.29932 -3.98122 -7.01630
O: 1.37332 -4.45748 -7.96301
C: 4.18769 -4.77967 -5.58043
C: 3.32525 -6.30056 -7.28777
C: 0.75136 -1.94723 -7.00622
H: 3.54670 -1.93320 -6.08661
H: 2.26827 -1.05705 -5.26417
H: 2.96403 -2.45124 -4.48976
H: -0.25173 -3.97609 -5.60238
H: 0.31576 -2.83436 -4.39733
H: 2.04716 -4.37646 -3.64378
H: 0.51936 -5.22872 -3.70912
H: 2.38235 -6.56307 -4.68782
H: 1.06138 -6.29026 -5.80658
H: 4.86981 -4.25436 -6.25888
H: 4.71586 -5.66914 -5.21526
H: 4.03797 -4.15592 -4.69986
H: 2.48491 -6.77521 -7.80418
H: 3.84660 -7.10230 -6.75181
H: 4.01696 -5.90785 -8.04419
H: 1.35781 -1.46790 -7.78370
H: 0.34445 -1.15173 -6.36850
H: -0.11483 -2.41619 -7.48758

Force components x, y, z for each atom (eV/Å):
0.2 1.0 0.6
0.4 -1.6 0.5
0.8 1.7 0.4
-0.1 2.2 -0.2
0.1 -0.3 -1.4
0.6 -0.5 -0.1
3.9 -5.8 5.1
-5.8 8.6 -6.1
0.9 0.1 1.1
-1.4 0.7 0.5
-0.9 -2.0 -1.3
1.3 -0.8 -0.8
4.4 -6.3 -4.8
-5.9 8.7 6.8
-0.8 0.6 -0.1
-0.3 0.4 -1.1
-0.5 0.7 -0.8
1.9 -0.2 -1.2
-0.4 -1.3 0.8
-0.9 -1.2 0.1
0.6 -0.6 1.0
-5.9 4.0 0.8
6.5 -5.3 -2.2
0.9 3.4 -0.3
-2.3 -3.3 -5.3
0.5 -0.4 -0.4
3.0 4.4 6.8
-1.7 0.2 1.6
2.4 0.5 0.8
0.0 0.7 -2.3
-2.2 -0.6 0.2
0.2 -0.2 -2.8
0.0 -0.5 -2.3
-1.2 -1.8 1.0
0.3 0.4 2.6
0.8 -2.3 0.2
-1.8 -1.9 -0.2
2.0 -1.6 0.1
1.8 -1.3 -1.3
1.0 2.1 -0.2
-0.7 2.0 -0.1
-1.2 -1.1 2.3
0.4 -2.0 -1.4
0.9 -2.0 1.4
1.8 0.3 -1.3
1.4 -0.6 2.0
-2.0 0.4 1.3
-1.7 0.2 -1.6
-0.2 0.6 2.2
1.5 1.9 -1.0
-0.9 1.6 -2.1
1.4 1.8 1.2
-0.8 -2.7 0.4
-0.9 0.2 -2.4
1.5 0.2 1.6
0.3 -1.4 2.4
-2.2 1.2 0.7
-0.7 -1.4 -1.7
-0.3 -0.1 -0.1
0.4 0.0 -2.0
-0.1 0.0 0.4
-0.1 0.0 0.0
0.4 0.1 -0.1
-1.9 -0.5 0.6
3.8 0.2 3.4
-2.6 -1.0 -2.5
0.0 -0.1 -0.3
0.7 0.4 -0.2
-0.1 0.1 0.8
0.1 -0.2 0.1
0.1 0.0 0.4
-0.1 0.1 0.1
-0.1 0.2 0.0
-0.1 0.3 0.0
0.0 0.0 0.0
-0.1 0.1 -0.1
-0.1 0.3 -0.1
-0.1 0.2 -0.1
0.2 -0.1 0.1
0.3 0.2 0.1
0.1 0.1 0.0
0.0 0.1 -0.3
0.2 -0.1 -0.4
0.2 -0.2 0.0
0.0 -0.2 0.1
-0.4 -0.2 0.2
-0.3 0.0 0.0
0.3 0.0 0.2
-0.1 1.9 0.6
0.1 -0.3 -0.2
0.1 0.0 0.0
-0.3 0.2 -0.1
1.7 -1.1 0.4
-4.2 -2.3 -1.9
2.7 1.4 2.2
0.0 0.2 0.2
-0.6 0.5 -0.3
0.0 -0.7 -0.4
-0.2 -0.1 0.1
-0.1 -0.3 -0.1
0.1 -0.1 -0.1
0.2 0.1 -0.2
0.2 0.1 -0.3
0.0 0.0 -0.1
0.1 0.1 -0.1
0.2 0.1 -0.3
0.2 0.1 -0.1
-0.2 -0.1 0.1
-0.3 0.0 -0.2
0.0 0.1 -0.1
0.1 0.3 0.0
-0.1 0.4 0.2
-0.2 0.0 0.2
0.0 -0.2 0.1
0.3 -0.3 0.1
0.3 -0.1 0.0